Entry 1:
{
  "formula": "C19H46AgClN3O5",
  "method": "ωB97M-V/def2-TZVPD",
  "total_charge": 0,
  "total_energy_ha": -1898.92498,
  "multiplicity": 2,
  "relative_energy_ev": 0.000,
  "e_lumo_ev": [0.39, -0.92],
  "orbital_gap_ev": [6.898, 5.582],
  "elements": ["Ag", "Cl", "C", "C", "C", "C", "C", "C", "N", "O", "C", "C", "C", "H", "H", "H", "H", "H", "H", "H", "H", "H", "H", "H", "H", "H", "H", "H", "H", "H", "H", "C", "C", "C", "O", "C", "N", "H", "H", "H", "H", "H", "H", "H", "H", "H", "H", "H", "C", "C", "C", "O", "C", "N", "H", "H", "H", "H", "H", "H", "H", "H", "H", "H", "H", "C", "C", "O", "O", "H", "H", "H", "H", "H", "H"],
  "positions_angstrom": [[0.294, 1.351, -1.503], [0.240, 2.523, -3.723], [-0.123, -2.747, 1.468], [-0.822, -1.415, 2.096], [-1.177, -1.873, 3.545], [-0.036, -1.968, 4.530], [0.816, -0.651, 4.495], [1.345, -0.276, 3.051], [0.168, -0.266, 2.141], [0.413, 0.373, 0.819], [2.589, -1.146, 2.620], [1.864, 1.183, 3.244], [-2.240, -1.069, 1.496], [0.478, -2.483, 0.597], [-0.944, -3.443, 1.299], [0.501, -3.279, 2.186], [-1.647, -2.847, 3.415], [-1.807, -1.129, 4.034], [0.536, -2.790, 4.099], [-0.457, -2.363, 5.455], [1.691, -0.890, 5.099], [0.260, 0.175, 4.939], [3.342, -1.353, 3.380], [3.035, -0.681, 1.741], [2.293, -2.150, 2.313], [1.906, 1.759, 2.320], [2.632, 1.318, 4.005], [1.004, 1.699, 3.671], [-2.909, -1.915, 1.339], [-2.217, -0.700, 0.471], [-2.761, -0.392, 2.173], [3.839, 3.841, -0.726], [2.995, 2.806, -1.410], [3.607, 1.439, -1.721], [2.535, 0.614, -2.228], [2.961, -0.630, -2.918], [1.783, 2.862, -0.721], [3.271, 4.767, -0.634], [4.751, 3.856, -1.322], [4.157, 3.698, 0.307], [2.919, 3.325, -2.366], [4.007, 1.008, -0.803], [4.429, 1.434, -2.437], [2.096, -0.986, -3.479], [3.238, -1.373, -2.170], [3.709, -0.431, -3.685], [1.950, 2.839, 0.275], [1.580, 3.850, -0.671], [-2.051, -0.942, -3.825], [-1.955, -1.180, -2.298], [-2.540, -2.506, -1.875], [-1.876, -3.578, -2.440], [-1.638, -4.694, -1.490], [-0.617, -0.884, -1.760], [-3.121, -0.886, -4.024], [-1.670, -1.758, -4.439], [-1.664, 0.023, -4.153], [-2.603, -0.397, -1.904], [-3.583, -2.413, -2.179], [-2.505, -2.455, -0.787], [-1.093, -4.327, -0.620], [-1.084, -5.509, -1.956], [-2.623, -4.992, -1.132], [-0.010, -1.542, -2.227], [-0.715, -1.264, -0.829], [-2.325, 3.618, -1.063], [-3.639, 3.352, -1.832], [-4.781, 2.847, -1.115], [-1.555, 2.443, -0.731], [-2.470, 4.206, -0.157], [-1.725, 4.310, -1.654], [-3.477, 2.650, -2.650], [-3.808, 4.281, -2.377], [-5.264, 3.614, -0.801], [-1.699, 2.511, 0.216]],
  "forces_ev_per_a": [[-0.2, -0.8, -0.9], [-0.2, 0.3, -0.6], [-1.0, 1.5, 0.5], [0.4, -1.6, 0.8], [0.2, 1.2, 0.1], [0.7, -0.3, -1.9], [-0.2, -2.0, -0.2], [0.8, 0.4, 1.7], [0.5, 1.3, -4.9], [-0.9, -2.6, 5.5], [-1.3, -0.5, -0.7], [-2.3, 0.3, -0.1], [1.1, 0.2, -0.7], [-0.3, -0.3, -0.2], [0.1, 0.1, -0.6], [0.2, 0.4, 0.1], [-0.4, 0.2, 0.3], [-0.9, -0.1, -0.5], [0.8, -0.1, 0.5], [0.4, 0.6, 0.4], [0.1, 0.5, 0.1], [0.0, 0.0, -0.1], [-0.2, 0.7, 0.3], [0.1, 0.1, 0.1], [-0.2, 0.0, -0.1], [1.1, -0.5, -0.2], [0.4, -0.3, -0.6], [-0.2, 0.1, 0.4], [0.4, -0.6, 0.7], [0.3, 0.8, 0.2], [0.2, 0.2, -0.3], [2.2, -0.3, 0.3], [2.2, 1.4, -1.2], [-1.2, -0.9, 0.5], [1.6, -1.2, -0.8], [-1.0, 1.6, 0.7], [-2.3, 0.0, 1.7], [0.4, 0.3, -0.8], [0.3, 1.1, 0.1], [0.0, -0.8, 0.2], [-1.0, -0.6, -0.4], [0.1, -0.3, 0.4], [0.0, 0.6, -0.2], [-0.2, 0.1, 0.3], [0.4, 0.0, -0.1], [0.4, 0.1, 0.3], [0.4, -1.3, 0.6], [-1.0, 0.3, -1.1], [-0.6, -0.2, 0.4], [0.1, 1.5, -1.7], [-0.2, 1.5, 0.2], [1.2, -2.1, 0.7], [-0.9, 1.7, -0.6], [-0.7, -1.0, -0.1], [-0.2, -0.1, -0.2], [0.3, 0.0, 0.1], [0.4, -0.1, 0.3], [-0.2, 0.0, 0.4], [-0.4, -0.6, 0.0], [0.0, -0.7, 0.3], [0.2, 0.1, -0.1], [-0.2, 0.3, -0.3], [0.0, -0.5, 0.0], [0.6, -0.1, -0.2], [0.7, 0.3, 0.6], [-0.4, 0.1, -0.9], [0.7, -0.2, -0.3], [0.8, 0.6, -0.1], [-1.9, 1.5, 1.0], [-0.5, -0.1, 0.3], [0.2, -0.4, -0.6], [0.4, -0.3, 0.2], [-0.7, 0.3, 0.2], [-0.1, 0.0, 0.2], [0.6, -1.2, 0.3]]
}

---

Entry 2:
{
  "formula": "C19H46CaF4N7O8PS",
  "method": "ωB97M-V/def2-TZVPD",
  "total_charge": -1,
  "total_energy_ha": -3553.56485,
  "multiplicity": 2,
  "e_lumo_ev": [2.42, 2.39],
  "orbital_gap_ev": [2.079, 8.703],
  "elements": ["Ca", "F", "C", "F", "F", "F", "S", "O", "O", "O", "C", "O", "N", "C", "C", "H", "H", "H", "H", "H", "H", "H", "C", "O", "N", "C", "C", "H", "H", "H", "H", "H", "H", "H", "C", "O", "N", "C", "C", "H", "H", "H", "H", "H", "H", "H", "C", "O", "N", "C", "C", "H", "H", "H", "H", "H", "H", "H", "O", "P", "N", "C", "C", "N", "C", "C", "N", "C", "C", "H", "H", "H", "H", "H", "H", "H", "H", "H", "H", "H", "H", "H", "H", "H", "H", "H", "H"],
  "positions_angstrom": [[-0.763, -0.621, -1.090], [-1.978, -1.787, -2.673], [-3.687, 2.989, 0.819], [-2.766, 3.924, 0.986], [-3.517, 2.119, 1.854], [-4.952, 3.495, 0.910], [-3.396, 2.175, -0.877], [-2.164, 1.401, -0.582], [-4.487, 1.304, -1.119], [-3.248, 3.204, -1.908], [-3.704, -1.913, 0.004], [-2.631, -1.386, 0.134], [-4.727, -1.853, 0.915], [-5.927, -2.592, 0.581], [-4.603, -1.306, 2.258], [-4.020, -2.351, -0.956], [-6.773, -1.904, 0.563], [-6.174, -3.336, 1.338], [-5.691, -3.149, -0.325], [-4.717, -2.008, 3.084], [-3.664, -0.790, 2.456], [-5.387, -0.552, 2.330], [0.377, -2.899, 1.564], [0.038, -2.095, 0.684], [-0.290, -3.029, 2.719], [-1.482, -2.215, 3.177], [0.189, -3.928, 3.800], [1.270, -3.542, 1.603], [-1.274, -1.718, 4.125], [-2.451, -2.714, 3.180], [-1.665, -1.544, 2.337], [-0.541, -4.678, 4.105], [1.188, -4.276, 3.535], [0.248, -3.225, 4.631], [0.122, 1.508, -3.806], [-0.270, 0.776, -2.911], [1.414, 1.551, -4.325], [2.540, 0.735, -3.912], [1.576, 2.161, -5.646], [-0.554, 2.111, -4.433], [2.388, 0.274, -2.936], [3.447, 1.330, -3.806], [2.786, -0.163, -4.478], [1.469, 1.492, -6.500], [0.797, 2.892, -5.864], [2.600, 2.534, -5.682], [2.239, -2.130, -1.747], [1.290, -1.426, -1.818], [2.228, -3.483, -1.762], [3.358, -4.313, -1.611], [0.968, -4.208, -1.958], [3.304, -1.851, -1.726], [3.435, -5.103, -2.358], [3.487, -4.779, -0.634], [4.317, -3.800, -1.683], [0.071, -3.601, -2.082], [1.087, -4.759, -2.891], [0.914, -5.012, -1.225], [0.528, 0.779, 0.087], [1.318, 1.791, 0.819], [1.032, 3.396, 0.289], [1.674, 4.678, 0.849], [0.202, 3.711, -0.887], [2.992, 1.659, 0.657], [3.535, 1.325, -0.635], [3.936, 2.262, 1.578], [1.021, 1.696, 2.498], [-0.328, 2.160, 2.800], [1.274, 0.432, 3.142], [1.168, 5.582, 0.510], [2.704, 4.675, 0.491], [1.705, 4.593, 1.935], [-0.439, 4.565, -0.666], [-0.459, 2.901, -1.196], [0.793, 3.777, -1.800], [3.218, 0.299, -0.821], [3.168, 1.957, -1.444], [4.623, 1.284, -0.696], [4.204, 3.267, 1.253], [3.486, 2.527, 2.534], [4.845, 1.666, 1.664], [-0.504, 3.192, 2.497], [-1.080, 1.516, 2.345], [-0.533, 2.054, 3.866], [0.693, -0.420, 2.788], [1.273, 0.602, 4.219], [2.306, 0.134, 2.961]],
  "forces_ev_per_a": [[-1.5, -0.7, -0.9], [0.6, 0.2, 0.7], [-0.4, -1.0, -0.7], [-0.1, 0.8, 0.2], [-0.5, 0.3, -0.7], [1.2, -0.1, 0.1], [2.2, -0.9, -1.2], [-0.6, 1.3, 0.1], [-2.0, -0.7, 0.5], [0.2, 0.0, 1.7], [-1.3, 0.8, -0.2], [0.7, 0.1, 0.9], [1.1, -1.1, 0.1], [0.3, 0.1, 0.7], [-0.3, 0.9, -0.3], [0.3, -0.2, 0.1], [-0.2, -0.1, -0.6], [0.2, -0.1, 0.3], [-0.7, 0.3, -0.2], [-0.3, -0.5, -0.3], [0.0, 0.0, -0.7], [-0.1, 0.1, 0.4], [-1.1, 1.4, 0.1], [0.8, -1.1, 0.6], [-1.7, -0.8, 2.1], [1.0, -0.1, -2.4], [-0.1, 1.7, -0.5], [0.1, 0.1, -0.8], [0.1, 0.0, -0.1], [0.4, -0.9, 0.5], [0.3, 0.7, 0.3], [0.1, -0.3, -0.5], [-0.2, -0.4, 0.2], [0.5, -0.3, 0.5], [0.9, -1.8, -0.3], [0.7, 1.4, -0.8], [-1.0, -0.1, -0.6], [0.1, -0.6, 1.4], [0.1, -0.1, 0.1], [-0.1, 0.2, 0.4], [-0.6, 0.5, 0.1], [0.0, 0.2, -0.3], [-0.4, 0.2, -0.9], [0.1, -0.7, 0.2], [0.3, 0.5, 0.5], [-0.2, 0.6, -0.2], [2.9, -3.3, 0.0], [-1.6, 1.8, -0.3], [-2.0, 0.5, -0.1], [2.1, -0.4, 0.2], [0.6, -0.7, -0.6], [0.0, 0.9, 0.2], [-0.4, 0.0, -0.2], [-0.7, -0.2, 0.3], [-0.2, 0.6, -0.3], [0.2, 0.2, 0.5], [-0.1, 0.0, -0.3], [-0.4, 0.3, 0.5], [1.0, 0.8, -0.1], [0.8, 1.7, 0.4], [-0.7, 0.7, 0.4], [0.3, -2.7, -0.3], [-0.3, -1.3, -0.1], [-0.2, -0.3, 1.2], [-0.6, -1.1, -0.4], [-0.4, 1.0, 0.1], [0.0, 1.2, -1.3], [-0.7, -0.1, 0.2], [1.7, -0.4, 0.0], [-0.2, -0.4, 0.1], [0.1, 0.4, 0.0], [-0.1, 0.3, 0.0], [0.2, 0.1, -0.3], [-0.2, -0.2, 0.8], [0.4, 0.9, 0.0], [-0.1, 0.0, -0.5], [0.0, 0.2, -0.1], [0.0, 0.4, 0.5], [0.5, 0.1, -0.5], [-0.1, -0.9, 0.2], [-0.1, -0.1, 0.2], [0.1, -0.1, 0.0], [-0.2, 0.0, -0.4], [0.4, 0.2, 0.2], [-0.6, 0.2, 0.2], [-0.6, -0.3, 0.1], [0.2, 0.0, -0.2]]
}

---

Entry 3:
{
  "formula": "C19H46Cl2O3P2PrS",
  "method": "ωB97M-V/def2-TZVPD",
  "total_charge": -1,
  "total_energy_ha": -3495.66995,
  "multiplicity": 3,
  "e_lumo_ev": [2.39, 2.39],
  "orbital_gap_ev": [5.442, 5.441],
  "elements": ["Pr", "Cl", "P", "C", "C", "C", "C", "H", "C", "H", "H", "H", "H", "H", "H", "H", "C", "C", "H", "H", "H", "H", "H", "H", "C", "H", "C", "H", "H", "H", "H", "H", "H", "Cl", "H", "P", "C", "C", "C", "C", "H", "C", "H", "H", "H", "H", "H", "H", "H", "C", "C", "H", "H", "H", "H", "H", "H", "C", "H", "C", "H", "H", "H", "H", "H", "H", "C", "S", "O", "O", "O", "H", "H", "H"],
  "positions_angstrom": [[-0.300, 0.946, 0.835], [0.781, 0.938, -1.643], [2.336, 1.231, 2.126], [3.061, 2.721, 1.242], [1.866, 1.717, 3.913], [3.547, -0.174, 1.992], [2.014, 3.568, 0.494], [3.706, 2.265, 0.474], [3.918, 3.554, 2.187], [3.316, 4.022, 2.979], [4.400, 4.361, 1.619], [4.716, 2.965, 2.650], [1.567, 3.025, -0.359], [2.498, 4.451, 0.055], [1.203, 3.953, 1.136], [3.792, -0.164, 0.911], [2.933, -1.572, 2.261], [4.837, 0.134, 2.764], [5.407, 0.918, 2.252], [5.483, -0.754, 2.799], [4.643, 0.456, 3.796], [1.916, -1.677, 1.848], [2.908, -1.826, 3.331], [3.554, -2.329, 1.759], [0.786, 2.815, 3.909], [2.788, 2.101, 4.395], [1.353, 0.485, 4.685], [1.002, 3.637, 3.219], [0.696, 3.265, 4.909], [-0.205, 2.392, 3.666], [0.466, 0.067, 4.185], [1.053, 0.783, 5.702], [2.115, -0.300, 4.778], [-1.478, -0.688, 2.542], [-0.141, -1.078, 0.047], [-2.089, -1.488, -2.788], [-0.974, -2.621, -3.589], [-3.478, -2.203, -1.857], [-2.313, 0.061, -3.660], [0.145, -3.105, -2.632], [-0.508, -2.002, -4.379], [-1.785, -3.727, -4.278], [-2.387, -4.318, -3.571], [-1.097, -4.394, -4.817], [-2.484, -3.291, -5.009], [0.686, -2.241, -2.229], [0.855, -3.751, -3.164], [-0.259, -3.665, -1.782], [-1.323, 0.248, -4.107], [-2.637, 1.268, -2.745], [-3.296, -0.172, -4.816], [-2.833, -0.787, -5.604], [-3.571, 0.796, -5.249], [-4.212, -0.700, -4.507], [-2.974, 0.973, -1.740], [-3.421, 1.906, -3.184], [-1.739, 1.882, -2.577], [-2.997, -3.190, -0.797], [-4.031, -2.697, -2.678], [-4.353, -1.131, -1.176], [-2.425, -4.023, -1.210], [-3.859, -3.613, -0.269], [-2.371, -2.683, -0.049], [-3.810, -0.676, -0.321], [-5.261, -1.608, -0.763], [-4.667, -0.325, -1.857], [-3.659, 2.639, 2.163], [-2.814, 3.650, 0.954], [-3.786, 4.094, -0.022], [-2.054, 4.648, 1.688], [-1.856, 2.613, 0.325], [-4.496, 3.203, 2.599], [-2.945, 2.363, 2.952], [-4.032, 1.732, 1.668]],
  "forces_ev_per_a": [[-0.4, -1.6, -1.7], [0.4, 0.4, 0.0], [-1.4, 0.1, -0.2], [0.2, -0.3, 0.4], [1.1, -0.2, -0.1], [0.1, 0.3, 0.0], [-0.2, 0.0, -0.1], [-0.1, 0.0, 0.2], [0.3, 0.5, -0.1], [0.1, -0.1, -0.2], [-0.1, 0.0, 0.1], [-0.2, 0.1, 0.0], [0.2, 0.1, 0.4], [0.0, -0.2, 0.2], [0.3, -0.2, -0.1], [-0.2, 0.2, 0.4], [0.0, 0.1, 0.0], [0.2, -0.4, -0.1], [-0.1, -0.1, 0.2], [-0.1, 0.1, 0.0], [0.0, -0.1, -0.2], [0.3, 0.2, 0.1], [0.0, 0.2, -0.3], [-0.1, 0.2, 0.2], [0.0, 0.0, -0.1], [-0.4, -0.1, -0.1], [0.0, 0.1, -0.1], [-0.1, -0.2, 0.1], [0.0, -0.2, -0.2], [0.3, 0.1, 0.0], [0.3, 0.0, 0.2], [0.1, 0.0, -0.2], [-0.2, 0.2, 0.0], [-0.3, 0.2, 0.6], [0.1, 0.5, 0.6], [2.2, 1.9, 3.8], [-0.1, -0.7, -0.7], [-0.8, -0.2, -1.2], [-0.6, -0.1, -1.0], [-0.2, 0.0, -0.3], [-0.1, -0.2, 0.3], [0.4, -0.4, -0.4], [0.3, 0.1, -0.1], [-0.3, -0.2, 0.1], [0.2, -0.1, 0.2], [-0.2, -0.2, 0.0], [-0.1, 0.0, 0.0], [0.0, 0.1, -0.2], [-0.2, -0.1, 0.2], [-0.1, 0.1, 0.2], [-0.2, 0.6, -0.4], [-0.1, 0.2, 0.2], [-0.2, -0.1, -0.3], [0.2, 0.3, 0.1], [0.1, 0.1, -0.5], [0.2, -0.2, 0.1], [-0.3, -0.3, -0.1], [0.1, -0.1, 0.2], [-0.7, -0.3, 0.9], [0.0, 0.0, 0.1], [0.0, 0.0, 0.0], [0.0, 0.0, -0.1], [0.0, 0.0, -0.3], [-0.2, -0.2, -0.5], [0.3, 0.1, -0.2], [0.1, -0.3, 0.2], [-0.2, 0.0, 0.2], [0.9, -1.2, -0.6], [0.3, 0.0, 0.5], [-0.3, -0.2, -0.3], [-0.9, 1.0, 0.8], [0.3, -0.1, -0.2], [-0.2, 0.1, -0.3], [0.1, 0.3, 0.1]]
}